17
Properties=species:S:1:pos:R:3:forces:R:3 method="wB97M-V/def2-TZVPD" total_energy_ev=-17456.8082 max_force_ev_per_a=5.47 orbital_gap_ev=8.55 e_lumo_ha=-0.31754 relative_energy_kj_mol=0.0 total_charge=+2 homo_energy_ev=-17.19
C -2.7440 0.9758 0.8487 1.35 1.00 -0.63
C -3.4072 0.5897 -0.2096 3.45 0.03 -2.82
H -2.4325 2.0093 0.9967 -1.06 -0.06 1.77
H -4.3531 1.0157 -0.5311 0.12 -0.09 0.11
H -2.4561 0.4072 -1.0580 -3.50 -1.04 1.98
O -1.3120 0.2047 1.0887 0.18 0.92 -0.18
Sn 1.5229 1.4815 -1.3202 2.49 3.16 -3.72
O -0.3522 1.0924 -0.7347 -0.95 0.98 1.47
C -0.2690 0.4981 0.3690 -2.99 -3.28 -1.01
O 0.7067 -0.3292 0.6107 0.53 0.00 1.44
C 2.0502 -0.0459 -0.0409 0.23 -1.94 2.07
C 2.5819 -1.3744 -0.5314 0.28 -0.20 -0.29
H 2.6304 0.2772 0.8351 0.10 0.15 -0.37
H 2.8679 -2.0511 0.2912 -0.11 0.32 -0.28
H 3.4871 -1.1716 -1.1221 -0.13 -0.19 0.17
H 1.8765 -1.8946 -1.1942 0.15 0.19 0.10
Li -0.3975 -1.6848 1.7020 -0.13 0.06 0.20